[1]
Computed, not measured: a structure of composition C37H38BN5O4PbSSi at a distorted geometry, with the ωB97M-V functional and the def2-TZVPD basis.

Computed properties:
max |F| = 0.0255 hartree/bohr
energy above the lowest of the compared OMol25 structures with the same formula, charge and spin = 33.2 kJ/mol
energy = -79264.4685 eV
frontier orbital gap (spin up / spin down) = 6.11 / 6.22 eV

Structure (XYZ):
```
88
Properties=species:S:1:pos:R:3:forces:R:3:mulliken_charge:R:1
Pb -0.7149 0.4437 1.2892 0.11 -0.28 -1.00 1.6143
B -2.4650 -1.6309 4.1633 0.00 -0.22 0.17 0.2675
N -1.5676 -0.3872 4.4806 0.09 0.08 0.04 -0.3205
C -1.2956 -0.0165 5.7362 0.02 0.07 0.01 -0.1775
C -0.4761 1.1022 5.7157 -0.03 0.00 0.09 -1.1404
C -0.2797 1.3640 4.3673 -0.06 -0.03 -0.05 -0.3943
N -0.9482 0.4601 3.6382 -0.02 0.09 0.09 0.1497
N -2.6270 -1.9678 2.6405 -0.07 0.14 -0.18 0.2820
C -3.4635 -2.9293 2.2377 0.01 0.03 -0.07 -0.1510
C -3.2687 -3.1740 0.8864 -0.05 -0.07 0.01 -1.6308
C -2.2695 -2.2888 0.5149 -0.05 0.08 0.15 -0.7061
N -1.8911 -1.5651 1.5776 0.14 0.04 0.05 0.0123
H -3.5756 -1.4314 4.6085 0.05 0.04 -0.09 -0.0954
H -1.9518 -2.5850 4.7036 -0.01 0.07 -0.03 -0.1745
H -1.7070 -0.5718 6.5647 0.03 0.01 -0.05 0.4222
H -0.0826 1.6446 6.5591 -0.02 -0.04 -0.05 0.4132
H 0.3068 2.1291 3.8764 -0.02 -0.10 0.02 0.5547
H -4.1406 -3.3859 2.9431 0.08 0.01 -0.01 0.4631
H -3.7756 -3.8935 0.2667 0.01 0.04 0.01 0.4691
H -1.8094 -2.1233 -0.4450 -0.09 -0.02 0.09 0.7322
O -1.1408 0.4060 -0.9084 -0.06 0.20 0.80 0.7758
Si -0.6184 -0.4058 -2.2086 0.70 -0.96 -0.55 -0.4467
C 0.2466 0.6811 -3.4689 -0.29 0.41 0.27 0.7481
C -0.0576 2.0473 -3.4944 0.06 -0.07 -0.15 -0.2058
C 0.4946 2.8873 -4.4532 -0.03 -0.04 0.07 -0.7058
C 1.3743 2.3726 -5.3963 -0.01 -0.04 0.01 -0.4784
C 1.6988 1.0224 -5.3755 -0.01 0.00 0.02 -0.7275
C 1.1425 0.1853 -4.4156 -0.04 0.01 -0.03 -0.3347
C -2.1218 -1.2467 -2.9928 -0.27 0.39 0.20 0.2371
C -3.3825 -0.9685 -2.4497 -0.01 -0.10 -0.15 -0.4514
C -4.5445 -1.4912 -3.0107 0.10 0.02 0.05 -0.6736
C -4.4621 -2.3081 -4.1303 0.02 0.02 0.05 -0.5003
C -3.2193 -2.6001 -4.6798 0.07 -0.03 0.00 -0.7397
C -2.0631 -2.0760 -4.1161 -0.02 0.07 0.00 -0.1671
C 0.6153 -1.8125 -1.8539 -0.43 0.29 0.25 0.8000
C 0.2281 -3.1591 -1.8634 0.42 0.02 0.14 -0.2950
C 1.1229 -4.1557 -1.4810 -0.12 0.07 -0.07 -0.8125
C 2.4108 -3.8179 -1.0868 -0.01 -0.05 -0.01 -0.6348
C 2.8078 -2.4875 -1.0709 -0.02 0.14 -0.05 -0.6116
C 1.9176 -1.4894 -1.4529 -0.01 -0.31 0.04 -0.1838
H -0.7385 2.4514 -2.7500 0.02 -0.02 -0.09 0.2081
H 0.2371 3.9397 -4.4693 0.03 -0.01 0.02 0.3962
H 1.8094 3.0232 -6.1453 -0.01 -0.01 0.01 0.3794
H 2.3865 0.6203 -6.1098 0.01 0.01 0.02 0.4100
H 1.4174 -0.8652 -4.4005 -0.02 0.04 -0.01 0.3795
H -3.4417 -0.3320 -1.5707 -0.03 -0.02 -0.10 0.2201
H -5.5096 -1.2558 -2.5752 0.03 -0.03 -0.03 0.4191
H -5.3617 -2.7176 -4.5738 0.02 0.01 0.00 0.3866
H -3.1485 -3.2386 -5.5532 -0.02 0.02 0.03 0.3972
H -1.1019 -2.3166 -4.5619 -0.04 0.03 0.01 0.3956
H -0.7754 -3.4392 -2.1649 0.02 0.03 0.00 0.3587
H 0.8073 -5.1934 -1.4811 0.04 0.04 -0.02 0.4084
H 3.1053 -4.5955 -0.7883 -0.03 0.04 0.00 0.3909
H 3.8084 -2.2224 -0.7459 -0.03 -0.01 -0.02 0.4587
H 2.2269 -0.4502 -1.4118 -0.02 -0.04 -0.06 0.4442
C -0.6624 3.9505 0.2510 0.03 -0.23 -0.01 -0.7020
C -1.9664 3.5774 0.8292 -0.13 -0.15 -0.03 0.4871
C -3.1451 4.3969 0.9567 0.03 0.05 0.01 -0.9005
C -4.1203 3.6077 1.4832 -0.03 -0.03 -0.01 -1.0305
C -3.5334 2.3083 1.6745 0.00 -0.08 0.03 0.4473
C -4.1893 1.0731 2.1730 0.21 0.05 -0.05 -0.6976
N -2.2407 2.3298 1.2900 0.01 0.10 -0.03 0.7444
H -0.6504 4.9841 -0.0832 -0.02 0.00 -0.02 0.4427
H -0.4157 3.2805 -0.5828 -0.07 0.08 0.00 -0.0920
H 0.1440 3.7801 0.9676 0.02 0.09 0.09 0.1429
H -3.2051 5.4368 0.6733 0.00 -0.06 0.00 0.5176
H -5.1442 3.8640 1.7109 0.06 -0.01 -0.01 0.5164
H -5.2311 1.2528 2.4249 0.00 -0.02 0.01 0.4565
H -3.6624 0.6910 3.0541 -0.09 0.04 -0.02 0.1056
H -4.1336 0.2878 1.4094 -0.05 0.04 0.04 0.0100
C 7.8564 -0.4026 1.7399 -0.06 0.10 0.03 -1.4585
C 6.4938 0.2124 1.5506 0.06 -0.02 -0.05 1.0374
C 6.0238 0.5390 0.2828 0.01 0.02 0.07 -0.7728
C 4.7354 1.0264 0.1046 -0.03 0.10 0.03 -0.5526
C 3.9236 1.2094 1.2122 -0.08 -0.34 0.06 -0.3583
C 4.3875 0.9288 2.4938 -0.08 0.14 -0.06 -0.7707
C 5.6705 0.4430 2.6547 0.03 0.02 0.02 -0.6612
S 2.1930 1.4549 0.9526 0.27 0.26 -0.03 1.9529
O 1.9992 1.8230 -0.4276 -0.04 -0.08 -0.12 -0.7886
O 1.6482 2.4189 1.9033 0.10 -0.15 0.21 -0.8156
O 1.6597 0.0819 1.2681 -0.36 0.16 0.02 -0.7555
H 8.3527 -0.5647 0.7839 0.01 0.03 0.03 0.3452
H 7.7733 -1.3664 2.2458 0.01 0.02 -0.01 0.3325
H 8.4892 0.2386 2.3578 0.01 -0.04 -0.04 0.3387
H 6.6669 0.3961 -0.5780 -0.04 -0.03 0.01 0.3049
H 4.3444 1.2550 -0.8791 0.03 -0.05 0.02 0.4891
H 3.7289 1.0825 3.3407 0.06 -0.06 0.00 0.4647
H 6.0423 0.2180 3.6487 -0.04 -0.01 -0.03 0.3857
```
Forces are in eV/Å.


[2]
Computed, not measured: a cluster of 6 separate species, C37H38IN5O13S in total, with the ωB97M-V functional and the def2-TZVPD basis.

Computed properties:
max |F| = 0.0098 hartree/bohr
energy = -91975.7540 eV
frontier orbital gap = 8.54 eV

Structure (XYZ):
```
95
Properties=species:S:1:pos:R:3:forces:R:3:mulliken_charge:R:1
O -3.6182 0.6241 1.9734 0.08 0.00 0.28 -0.6807
S -3.3926 0.3438 0.5942 -0.24 0.13 -0.17 1.1864
O -3.9276 1.2359 -0.3889 0.05 0.04 -0.18 -0.6702
O -1.8157 0.2364 0.4347 0.08 -0.08 0.04 -0.2588
C -1.3674 -0.5820 -0.6688 0.29 -0.11 -0.17 -0.6158
C -1.6269 -2.0700 -0.4106 -0.36 -0.03 -0.13 -0.4563
C -2.7749 -2.2545 0.5887 0.49 0.02 -0.11 -1.2781
C -3.9114 -1.3198 0.1925 -0.02 -0.31 0.06 0.1863
C -5.2866 -1.6095 0.8163 -0.01 0.19 -0.23 -1.3886
C -6.4148 -1.7889 -0.2200 -0.21 0.05 0.11 -0.4043
C -7.5153 -0.7593 -0.0101 0.02 -0.30 0.03 -1.3174
I -9.2080 -1.2167 -1.2490 0.06 0.18 0.00 -0.0401
H -0.3049 -0.3786 -0.7670 0.00 0.12 0.08 0.3734
H -1.8611 -0.2501 -1.5827 -0.06 0.10 0.03 0.3623
H -0.7359 -2.6086 -0.0962 0.09 0.14 0.13 0.4312
H -1.9478 -2.5013 -1.3637 0.10 -0.10 -0.01 0.1966
H -3.0967 -3.2918 0.5590 -0.20 0.01 0.12 0.5888
H -2.4266 -2.0253 1.5972 -0.10 -0.06 0.08 0.3205
H -3.9942 -1.3373 -0.8948 -0.05 0.08 -0.05 0.4311
H -5.2119 -2.5052 1.4296 0.07 0.00 0.07 0.3961
H -5.5444 -0.7857 1.4837 -0.02 -0.09 0.16 0.7877
H -6.0440 -1.7081 -1.2409 0.08 -0.04 -0.02 0.4318
H -6.8501 -2.7833 -0.1281 0.05 -0.04 -0.02 0.4337
H -7.1974 0.2516 -0.2457 -0.04 0.04 -0.06 0.5601
H -7.8898 -0.7985 1.0092 -0.04 0.07 0.01 0.4729
C 1.9895 4.4678 0.3930 -0.03 0.01 0.00 -0.3461
C 0.9397 3.6166 0.7130 0.09 0.06 0.01 -0.6241
C 1.1781 2.2678 0.9218 -0.24 -0.03 0.00 -0.3049
C 2.4706 1.7955 0.7963 -0.02 0.06 0.01 0.0164
C 3.5315 2.6237 0.4786 0.12 0.05 -0.04 -0.6346
C 3.2807 3.9705 0.2756 -0.01 0.02 0.02 -0.2055
N 2.7231 0.3601 1.0021 0.01 0.02 -0.05 1.0308
O 1.7675 -0.3566 1.2275 -0.08 -0.06 -0.01 -0.6108
O 3.8697 -0.0304 0.9250 0.07 -0.02 0.01 -0.6161
H 1.8082 5.5229 0.2362 0.02 0.01 -0.01 0.4412
H -0.0663 4.0015 0.8055 -0.02 -0.01 0.00 0.4207
H 0.3679 1.5985 1.1735 0.04 -0.06 0.00 0.5924
H 4.5299 2.2235 0.3882 -0.02 -0.07 0.02 0.4506
H 4.0918 4.6393 0.0239 0.00 0.00 -0.02 0.3748
C -2.3904 -8.6804 -2.1313 -0.01 0.02 0.00 -0.4500
C -2.3839 -7.8219 -3.2227 0.00 -0.04 0.05 -0.4272
C -2.9672 -6.5698 -3.1257 0.04 0.00 -0.13 -0.3571
C -3.5467 -6.2030 -1.9254 0.02 -0.08 -0.01 0.1385
C -3.5682 -7.0417 -0.8266 -0.02 -0.05 0.13 -0.2891
C -2.9830 -8.2919 -0.9372 0.03 -0.02 -0.06 -0.5599
N -4.1560 -4.8701 -1.8119 0.01 0.05 0.00 1.0714
O -4.1419 -4.1515 -2.7889 0.03 0.06 -0.07 -0.6173
O -4.6303 -4.5530 -0.7378 -0.07 -0.03 0.08 -0.5704
H -1.9317 -9.6567 -2.2116 0.00 -0.01 0.00 0.3839
H -1.9236 -8.1271 -4.1519 0.00 0.00 -0.01 0.3770
H -2.9720 -5.8916 -3.9656 -0.03 0.06 0.04 0.4592
H -4.0334 -6.7257 0.0948 -0.02 0.07 -0.03 0.4602
H -2.9900 -8.9629 -0.0897 0.00 0.00 0.01 0.3750
C -9.8925 -2.8426 2.4397 0.02 -0.01 0.02 -0.3547
C -10.1796 -3.8744 1.5566 -0.02 0.02 0.03 -0.3034
C -10.2848 -5.1760 2.0194 0.00 -0.01 -0.12 -0.4945
C -10.0960 -5.4168 3.3674 0.00 0.07 -0.03 0.1375
C -9.8057 -4.4059 4.2641 0.04 0.08 0.12 -0.3556
C -9.7035 -3.1082 3.7898 -0.01 0.01 -0.07 -0.5122
N -10.2108 -6.7985 3.8663 0.01 0.01 -0.01 1.0119
O -10.4428 -7.6720 3.0565 -0.01 -0.06 -0.06 -0.6075
O -10.0663 -6.9814 5.0570 0.02 -0.01 0.08 -0.6079
H -9.8188 -1.8272 2.0716 -0.03 0.00 -0.02 0.5000
H -10.3237 -3.6612 0.5069 0.01 0.00 -0.01 0.2426
H -10.5070 -5.9894 1.3455 -0.01 -0.05 0.06 0.4531
H -9.6625 -4.6290 5.3104 -0.02 -0.08 -0.01 0.4555
H -9.4779 -2.3038 4.4763 0.00 0.00 0.01 0.3993
C 8.9287 7.9007 0.4511 -0.05 0.03 0.03 -0.4050
C 8.2694 7.3564 -0.6441 -0.06 0.04 0.17 -0.3202
C 6.8869 7.2639 -0.6414 0.04 -0.08 -0.14 -0.4900
C 6.1904 7.7193 0.4630 0.07 0.02 -0.01 0.0812
C 6.8261 8.2614 1.5638 0.03 0.06 0.13 -0.4449
C 8.2083 8.3501 1.5506 0.04 -0.02 -0.07 -0.4500
N 4.7228 7.6236 0.4672 -0.01 -0.02 0.02 1.0687
O 4.1856 7.1186 -0.5008 -0.03 -0.05 -0.07 -0.6193
O 4.1283 8.0445 1.4362 -0.03 0.03 0.07 -0.6190
H 10.0071 7.9719 0.4432 0.02 -0.03 -0.02 0.4322
H 8.8322 7.0066 -1.4957 -0.04 0.09 -0.03 0.4947
H 6.3583 6.8448 -1.4844 -0.07 0.02 0.02 0.4519
H 6.2535 8.6055 2.4117 -0.07 -0.01 -0.03 0.4650
H 8.7242 8.7720 2.4021 0.00 0.01 0.01 0.3725
C 11.5971 1.4869 -2.6508 0.00 0.02 0.00 -0.4219
C 11.0745 2.2911 -3.6548 0.02 -0.04 0.05 -0.4527
C 10.8464 3.6366 -3.4197 -0.05 -0.01 -0.13 -0.3605
C 11.1519 4.1501 -2.1731 0.02 -0.07 -0.01 0.1759
C 11.6706 3.3685 -1.1576 0.05 -0.04 0.13 -0.3192
C 11.8923 2.0242 -1.4049 -0.01 -0.03 -0.06 -0.4447
N 10.9184 5.5790 -1.9184 0.06 -0.03 -0.04 1.0298
O 10.4356 6.2442 -2.8149 0.04 -0.03 -0.06 -0.6417
O 11.2146 6.0169 -0.8256 0.03 0.01 0.03 -0.5795
H 11.7750 0.4369 -2.8400 0.00 -0.01 0.00 0.3779
H 10.8439 1.8707 -4.6236 0.00 0.00 -0.01 0.3712
H 10.4393 4.2744 -4.1894 0.01 0.07 0.04 0.4449
H 11.8948 3.8009 -0.1944 -0.02 0.07 -0.02 0.4418
H 12.2962 1.3959 -0.6236 0.00 0.00 0.01 0.3695
```
Forces are in eV/Å.


[3]
Computed, not measured: a structure of composition C37H38LiN4O2STe at a distorted geometry, with the ωB97M-V functional and the def2-TZVPD basis.

Computed properties:
max |F| = 0.0333 hartree/bohr
energy above the lowest of the compared OMol25 structures with the same formula, charge and spin = 65.7 kJ/mol
2S+1 = 2
energy = -67374.3050 eV
⟨S²⟩ = 0.76
frontier orbital gap (spin up / spin down) = 5.73 / 6.94 eV

Structure (XYZ):
```
84
Properties=species:S:1:pos:R:3:forces:R:3:mulliken_charge:R:1
Li 1.2926 0.2983 0.1932 -0.24 0.85 0.05 1.0843
C 3.2133 2.3916 -2.2790 0.26 -0.36 0.25 -0.8107
S 3.8042 0.7803 -1.6574 -0.48 0.26 -1.33 0.3752
C 3.1299 -0.1993 -3.0475 0.34 0.14 0.40 -0.7685
O 2.9089 0.4597 -0.5174 0.30 0.10 0.59 -0.6436
H 3.6789 2.6062 -3.2351 0.07 -0.02 -0.13 0.4417
H 3.4879 3.1543 -1.5574 0.09 0.01 0.11 0.3250
H 2.1314 2.3551 -2.3553 -0.09 -0.10 -0.05 0.1022
H 3.6077 0.1066 -3.9718 0.09 0.10 -0.12 0.4422
H 2.0544 -0.0517 -3.0912 -0.08 0.11 0.06 0.2458
H 3.3393 -1.2487 -2.8592 0.05 -0.04 0.12 0.1674
C 3.4655 -7.9211 -2.9855 -0.05 0.00 0.02 -1.5345
C 2.8467 -6.7318 -2.3134 -0.01 0.02 0.00 0.7368
C 3.6226 -5.8557 -1.5705 -0.03 -0.04 -0.03 -0.9510
C 3.0742 -4.7390 -0.9540 0.08 0.00 0.07 0.8323
C 3.9764 -3.8298 -0.1712 0.18 -0.07 0.02 -1.2759
C 1.7052 -4.4960 -1.0712 0.21 0.17 -0.08 -0.4598
Te 1.0561 -2.4237 -0.3695 0.24 -0.70 -0.38 0.2158
N -0.1298 -0.8161 0.2795 0.78 0.85 0.00 -0.4964
C -1.3233 -1.2093 0.6341 -0.16 -0.95 -0.38 0.1546
O -1.7310 -2.3742 0.4587 -1.00 0.00 0.42 -0.6812
C -2.2162 -0.1556 1.2113 -0.19 0.06 0.06 0.1647
C -3.5925 -0.2994 1.0915 0.07 -0.06 -0.02 -0.4078
C -4.4417 0.6998 1.5300 -0.03 0.02 0.02 -0.5405
C -3.9163 1.8460 2.1004 -0.06 0.16 0.11 -0.5052
C -2.5462 1.9791 2.2581 0.05 0.14 0.08 -0.6107
C -1.6959 0.9808 1.8193 0.08 0.01 -0.07 -0.1377
C 1.3557 -2.9737 1.6497 -0.03 -0.06 -0.07 0.5056
C 2.2005 -2.1633 2.3944 0.04 0.17 -0.03 -0.5053
C 2.5091 -2.4732 3.7076 0.10 0.10 0.08 -0.7784
C 1.9741 -3.6140 4.2809 -0.02 -0.02 0.02 -0.6015
C 1.1103 -4.4080 3.5483 0.08 0.06 0.06 -0.6794
C 0.7798 -4.1025 2.2323 -0.06 -0.04 -0.05 1.0038
C -0.1843 -4.9691 1.4929 -0.14 -0.15 -0.06 -1.1803
C 0.9155 -5.3606 -1.8191 -0.21 0.10 0.04 1.3748
C -0.5578 -5.1320 -1.9833 -0.07 0.10 0.02 -1.8402
C 1.4897 -6.4746 -2.4224 0.14 0.07 0.08 -0.7505
H 4.5473 -7.9034 -2.8737 0.06 -0.06 -0.04 0.3429
H 3.2227 -7.9295 -4.0477 0.03 -0.07 -0.06 0.3490
H 3.0903 -8.8458 -2.5485 0.01 -0.10 -0.02 0.3188
H 4.6845 -6.0405 -1.4733 0.12 -0.03 0.01 0.2768
H 5.0008 -4.1975 -0.1934 0.07 -0.01 0.00 0.4246
H 3.6536 -3.7719 0.8679 0.10 0.07 0.00 0.2113
H 3.9620 -2.8173 -0.5812 0.05 0.03 0.10 0.0666
H -3.9757 -1.2026 0.6430 -0.01 -0.11 -0.05 0.4292
H -5.5107 0.5849 1.4334 -0.11 0.00 -0.04 0.3994
H -4.5698 2.6372 2.4379 -0.10 0.05 0.03 0.4029
H -2.1451 2.8691 2.7266 0.04 0.02 0.03 0.4352
H -0.6213 1.0801 1.9338 -0.14 -0.03 0.00 0.5020
H 2.6371 -1.2833 1.9292 0.07 -0.05 0.06 0.4096
H 3.1728 -1.8372 4.2765 0.05 0.05 0.02 0.4096
H 2.2224 -3.8851 5.2968 0.02 0.01 0.09 0.3832
H 0.6744 -5.2862 4.0036 -0.05 -0.08 0.04 0.4156
H -0.7054 -5.6350 2.1783 -0.02 -0.04 0.05 0.4609
H 0.3357 -5.5754 0.7516 -0.04 -0.06 0.00 0.1704
H -0.9171 -4.3437 0.9835 -0.03 -0.07 -0.04 0.0841
H -0.8731 -4.2348 -1.4491 -0.14 -0.09 -0.06 0.1264
H -1.1154 -5.9856 -1.5970 -0.10 0.00 0.02 0.3682
H -0.8056 -5.0227 -3.0396 -0.09 0.02 -0.04 0.4854
H 0.8606 -7.1470 -2.9912 -0.08 -0.08 -0.09 0.4208
N -2.3784 6.8753 1.0285 0.30 -0.48 -0.12 0.0358
C -3.3595 7.7625 0.6767 -0.32 0.09 -0.73 0.6704
C -4.0144 8.7709 1.3635 -0.11 0.17 0.12 -1.0058
C -4.9845 9.4731 0.6708 0.16 -0.04 0.25 -0.4155
C -5.2767 9.1948 -0.6669 -0.09 -0.01 -0.23 -0.4549
C -4.6294 8.1926 -1.3583 0.00 0.02 0.11 -0.7498
C -3.6689 7.4529 -0.6736 -0.04 0.45 0.84 0.5826
N -2.9171 6.3960 -1.0880 0.66 -0.75 0.04 -0.6629
C -2.1644 6.0568 -0.0650 -1.02 1.10 -0.19 -0.1642
C -1.2526 4.9464 -0.0737 1.04 -1.36 -0.04 0.9284
C -1.3934 3.9336 -1.0395 -0.15 0.69 0.40 -0.6812
C -0.5213 2.8701 -1.0329 0.32 -0.20 0.10 -0.3773
N 0.4890 2.7417 -0.1651 -0.14 -0.08 0.15 0.1275
C 0.6184 3.6989 0.7552 0.24 -0.35 -0.13 -0.7199
C -0.2087 4.7971 0.8513 -0.60 0.33 -0.35 -0.6645
H -1.9575 6.7784 1.9379 -0.08 -0.03 -0.10 0.1971
H -3.7843 8.9976 2.3943 -0.01 0.03 0.08 0.3799
H -5.5323 10.2549 1.1769 0.00 0.06 0.02 0.3805
H -6.0329 9.7828 -1.1664 -0.05 0.02 -0.04 0.3757
H -4.8545 7.9717 -2.3895 -0.04 -0.03 -0.10 0.4442
H -2.1898 4.0088 -1.7617 -0.07 -0.04 -0.08 0.5089
H -0.6221 2.0670 -1.7526 -0.09 -0.03 -0.03 0.4514
H 1.4446 3.5708 1.4427 0.03 0.05 0.11 0.5030
H -0.0313 5.5416 1.6148 0.07 0.01 0.05 0.4044
```
Forces are in eV/Å.